Entry 1:
173
Properties=species:S:1:pos:R:3:mulliken_charge:R:1 method="wB97M-V/def2-TZVPD" e_tot_ev=-147637.22053 mol_weight_g_mol=1212.75 homo_energy_ev=-7.82 homo_lumo_gap_ev=8.0 e_lumo_ha=0.0056
C 13.58796 7.23704 -22.67791 -1.4151
C 14.24965 8.44891 -22.07627 0.5021
C 15.67511 8.26700 -21.56535 -0.1491
C 15.77644 7.55085 -20.28553 0.0989
N 15.78342 7.00421 -19.28960 -0.4516
H 12.55138 7.48300 -22.90837 0.2372
H 13.58308 6.36494 -22.02407 0.3859
H 14.12343 7.00479 -23.59848 0.3681
H 13.61219 8.72266 -21.23555 0.3161
H 14.36203 9.17458 -22.88179 -0.2624
H 16.06062 9.27335 -21.40182 0.1373
H 16.25025 7.76043 -22.34041 0.2927
C 10.52417 13.20583 -26.43882 -0.9691
C 10.40276 13.91547 -25.09575 2.1474
C 9.00240 14.36833 -24.65397 0.9679
C 8.34730 15.26469 -25.63626 -0.1415
N 7.86506 15.97093 -26.43067 -0.6230
H 11.59092 13.07331 -26.61933 -0.2213
H 10.26394 13.72884 -27.35906 0.4172
H 10.09963 12.20276 -26.48016 0.3635
H 11.15378 14.69830 -24.98975 -1.0754
H 10.73007 13.27772 -24.27464 -0.8160
H 8.96398 14.76683 -23.64016 -0.5643
H 8.33183 13.51034 -24.70169 0.3962
C 7.30064 7.99035 -21.08741 -1.3511
C 7.26622 9.52883 -21.02228 -0.2978
C 7.96792 10.12197 -22.27656 0.7840
C 9.34708 9.61975 -22.51618 0.1550
N 10.42055 9.19249 -22.69427 -0.4492
H 6.80733 7.59224 -20.20070 0.3843
H 8.28627 7.53367 -21.17727 0.3432
H 6.71339 7.60718 -21.92193 0.3335
H 7.69418 9.74258 -20.04285 0.1627
H 6.23400 9.87117 -21.09593 0.3595
H 7.94483 11.20484 -22.15415 -0.7514
H 7.32788 10.01044 -23.15179 0.4203
C 16.85401 16.07674 -22.65388 0.2880
C 17.74767 17.04320 -23.32481 0.0084
C 18.78762 17.66576 -22.36789 -0.5665
C 19.88243 16.69322 -21.97783 0.1793
N 20.69332 15.96440 -21.63588 -0.4785
H 16.36718 15.39248 -23.34878 -0.5157
H 16.04096 16.57510 -22.12598 -0.5464
H 17.36197 15.42162 -21.94614 0.6659
H 17.19775 17.93880 -23.61396 -0.0171
H 18.20419 16.50811 -24.15751 0.4707
H 18.38381 18.03825 -21.42647 0.0112
H 19.38058 18.47359 -22.79671 0.4650
C 12.74593 12.08676 -22.32686 0.4667
C 13.63432 13.31829 -22.27039 -0.0234
C 13.36063 14.21823 -21.10216 -0.4018
S 11.53360 14.23634 -20.87162 0.7084
O 10.86658 15.14952 -21.81084 0.0849
O 11.17240 14.29266 -19.45982 -0.9865
C 11.41099 12.45594 -21.58139 -1.1992
H 13.26813 11.31827 -21.75691 0.0383
H 12.52258 11.70958 -23.32483 -0.2809
H 13.38068 13.86987 -23.17566 -0.6088
H 14.68165 13.06424 -22.43366 0.7383
H 13.70614 15.24353 -21.23441 -0.2203
H 13.71278 13.80439 -20.15727 0.4853
H 10.50863 12.48791 -22.19199 -0.1122
H 11.27254 11.73301 -20.77746 0.8016
C 14.79910 16.20127 -14.59325 -0.8728
C 13.66156 16.64804 -15.46718 -0.3850
C 12.88553 15.40843 -16.03478 0.4816
S 14.19384 14.06573 -16.17034 0.8494
O 14.59918 13.75311 -17.53127 -0.4771
O 13.77590 13.03365 -15.23060 -0.6273
C 15.54177 15.05742 -15.30931 -0.5985
H 14.40490 15.82348 -13.64985 0.3179
H 15.37330 17.07574 -14.28714 0.4598
H 14.17961 17.15569 -16.28083 0.0223
H 13.00302 17.39280 -15.02025 0.4900
H 12.34121 15.59358 -16.96081 -0.8349
H 12.18718 15.16658 -15.23359 0.6021
H 16.03169 15.52509 -16.16334 0.1704
H 16.31058 14.44499 -14.83816 0.5009
C 12.13513 17.99847 -23.14202 0.3974
C 11.58844 17.77667 -24.54383 0.2086
C 12.12187 18.86297 -25.45016 -1.1294
S 13.86292 19.24856 -24.81434 1.0880
O 13.99793 20.63798 -24.55186 -0.7451
O 14.86591 18.58561 -25.66447 -0.5715
C 13.59158 18.34408 -23.29027 0.1032
H 11.93275 17.16547 -22.46875 -0.7278
H 11.55792 18.82193 -22.72150 0.3504
H 10.50217 17.86164 -24.57350 0.7345
H 11.82069 16.80474 -24.97918 -0.8141
H 11.53511 19.77480 -25.33882 0.3936
H 12.13450 18.71324 -26.52975 0.4629
H 14.09888 18.87820 -22.48686 0.5789
H 14.17512 17.43315 -23.42373 -0.5383
C 6.11051 16.33721 -20.58398 -0.8350
C 5.39811 15.43544 -19.55190 -0.6435
C 5.52193 13.93648 -20.07043 -1.0075
S 7.08798 13.87267 -21.05416 1.0957
O 6.79421 13.64824 -22.48512 -0.7369
O 8.13597 13.04458 -20.42153 -0.2925
C 7.48838 15.66439 -20.81448 -0.0386
H 6.32617 17.32293 -20.17172 0.3882
H 5.55271 16.39776 -21.51848 0.3927
H 4.34514 15.71268 -19.50194 0.4040
H 5.79051 15.59261 -18.54719 0.2615
H 4.65585 13.82888 -20.72345 0.4885
H 5.53018 13.19620 -19.27041 0.3756
H 8.13195 15.99777 -21.62859 0.2760
H 8.08359 15.65402 -19.90139 -0.1685
C 15.39564 15.97905 -28.17758 -0.6262
C 16.42600 14.99192 -27.82194 -0.6673
C 16.19466 14.63609 -26.35181 -0.2810
S 14.38996 14.70533 -26.05875 0.7710
O 14.02862 15.76022 -25.10155 0.0067
O 13.84084 13.34193 -25.95420 -0.3741
C 14.04226 15.42636 -27.77079 -0.7896
H 15.37186 16.01892 -29.26660 0.4385
H 15.61757 17.00395 -27.88021 0.2012
H 17.43846 15.29938 -28.08361 0.3703
H 16.22248 14.10735 -28.42543 0.2886
H 16.60806 15.36355 -25.65325 -0.2770
H 16.67134 13.73361 -25.96917 0.4216
H 13.21750 16.12205 -27.92535 0.4625
H 13.83072 14.57521 -28.41802 0.3025
N 9.79493 13.47249 -17.20477 0.6505
C 8.52572 13.65261 -16.84861 -0.4822
C 8.38196 13.16867 -15.52882 -0.8750
C 9.62785 12.68854 -15.13621 -0.7057
C 10.48835 12.90985 -16.16579 -0.7305
H 10.26486 13.77569 -18.04582 0.3878
H 7.86339 14.16338 -17.53187 0.5348
H 7.53208 13.04419 -14.87413 0.4089
H 9.82094 12.20153 -14.19179 0.4535
H 11.55009 12.71809 -16.21380 0.6701
N 18.66395 10.35512 -23.46325 -0.0326
C 17.74352 11.38485 -23.25983 -1.1011
C 16.60708 11.00761 -24.00106 0.5342
C 16.94263 9.86200 -24.78076 -1.1741
C 18.12329 9.41357 -24.32008 -0.6009
H 19.59125 10.28536 -23.06912 0.2043
H 17.97108 12.30639 -22.74468 0.6153
H 15.66944 11.53983 -24.06419 0.6174
H 16.20627 9.35465 -25.38638 0.4840
H 18.60203 8.50747 -24.66094 0.4313
N 16.41281 17.41644 -19.66349 0.1722
C 15.77640 18.60897 -19.93112 -0.8006
C 14.44424 18.46753 -19.65656 -1.0661
C 14.24907 17.17244 -19.18484 0.6591
C 15.48818 16.59105 -19.09719 -1.1962
H 17.40983 17.28043 -19.75043 0.2868
H 16.30302 19.45790 -20.34151 0.3847
H 13.61165 19.15117 -19.73301 0.6518
H 13.30872 16.75342 -18.85841 0.3793
H 15.84595 15.59595 -18.87773 0.6530
N 12.20366 10.54559 -26.58218 0.5888
C 12.25007 10.81740 -27.92444 -0.4433
C 11.50940 9.82224 -28.55962 -0.5997
C 11.05397 8.92277 -27.60732 -0.7860
C 11.51398 9.42740 -26.39663 -0.3919
H 12.76938 11.03907 -25.90650 0.0012
H 12.68616 11.70810 -28.35210 0.3080
H 11.36733 9.78660 -29.62964 0.4376
H 10.45379 8.02723 -27.67219 0.4314
H 11.32513 9.07179 -25.39449 0.4065
N 10.45533 16.87319 -18.57387 1.1755
C 10.10973 17.81352 -19.47884 -0.5494
C 9.39072 18.80711 -18.78800 -0.9687
C 9.35620 18.40366 -17.40466 -0.8687
C 10.03720 17.17730 -17.30201 -0.4451
H 10.83527 15.95464 -18.75279 -0.3613
H 10.44561 17.71072 -20.50012 0.6965
H 8.81331 19.63185 -19.17890 0.4713
H 8.77191 18.81034 -16.59248 0.3923
H 10.19938 16.55634 -16.43339 0.5042

=====

Entry 2:
194
Properties=species:S:1:pos:R:3:mulliken_charge:R:1 method="wB97M-V/def2-TZVPD" e_tot_ev=-198347.50542 mol_weight_g_mol=1537.75 e_above_lowest_kcal_mol=0.0 homo_energy_ev=-9.44 homo_lumo_gap_ev=8.9 e_lumo_ha=-0.0180
C -3.98501 1.54947 3.67000 -1.4276
C -5.09893 2.45450 3.08675 1.5641
C -6.41701 1.84446 2.71120 0.0930
O -7.30489 2.31259 3.61908 -0.3972
C -6.73552 3.28081 4.36937 0.5268
O -7.43859 3.94123 5.10216 -0.5862
O -5.45808 3.40288 4.04567 -0.4415
H -4.26896 1.01712 4.57778 0.5078
H -3.18433 2.19589 4.02940 0.2870
H -3.61859 0.77243 2.99915 0.0045
H -4.68073 2.92014 2.19434 -0.4703
H -6.46640 0.75640 2.75340 0.1745
H -6.71842 2.16887 1.71521 0.1067
C -1.50713 -4.32018 -1.40900 0.7221
C -2.70481 -5.28897 -1.78354 0.3579
C -3.50887 -4.85505 -3.01100 0.7198
O -3.49641 -5.99817 -3.82807 -0.4274
C -2.69585 -6.99555 -3.34020 0.5413
O -2.28341 -7.99901 -3.91220 -0.5675
O -2.20362 -6.55286 -2.08879 -0.4857
H -1.84804 -3.31858 -1.14695 -0.5934
H -0.93506 -4.14732 -2.32057 -0.6256
H -0.84859 -4.71736 -0.63655 0.4802
H -3.37640 -5.53027 -0.95963 0.0897
H -3.04783 -3.94426 -3.39311 -0.4009
H -4.49540 -4.47774 -2.74171 0.2001
C 1.43657 4.48979 5.43031 -1.2753
C 2.31092 4.30151 4.19097 0.6608
C 2.39477 2.86376 3.81467 1.0257
O 1.96791 2.81105 2.46558 0.3045
C 1.69012 4.04298 2.02903 0.1778
O 1.42191 4.38000 0.89600 -0.5356
O 1.69239 4.87825 3.07127 -0.4128
H 1.00779 5.45954 5.68296 0.3991
H 1.89372 4.20875 6.37905 0.3724
H 0.57616 3.82573 5.34766 0.1872
H 3.30682 4.69153 4.40110 0.3041
H 1.93494 2.11931 4.46464 -0.6655
H 3.43228 2.53063 3.84154 -0.4408
C 2.74197 -0.62333 -3.76789 -0.5434
C 3.79577 0.01799 -4.70607 0.4807
C 5.21672 -0.44328 -4.40051 0.4065
O 5.71069 -0.92138 -5.64340 -0.4452
C 4.70115 -0.95538 -6.55477 0.5724
O 4.75450 -1.36023 -7.68656 -0.5893
O 3.60827 -0.52100 -6.00768 -0.4710
H 2.70202 -1.70506 -3.63991 0.1784
H 1.76239 -0.20891 -4.00615 0.3019
H 3.00562 -0.29125 -2.76374 -0.0167
H 3.68125 1.09884 -4.62400 -0.0022
H 5.23781 -1.19528 -3.61175 -0.2294
H 5.83647 0.43905 -4.24083 0.2659
C -0.71901 1.78203 0.87464 -0.8259
C 0.35814 0.98167 0.14145 2.7680
C 0.89490 -0.31117 0.83965 1.2058
O 0.91007 -1.22301 -0.22358 0.3582
C 0.17344 -0.80735 -1.25570 -0.1254
O -0.18633 -1.54740 -2.16964 -0.2975
O -0.22664 0.42615 -0.97971 -0.3168
H -1.08416 2.60216 0.25646 0.1974
H -0.28234 2.22263 1.77092 -0.4081
H -1.52711 1.19413 1.30991 0.1057
H 1.13862 1.66007 -0.20314 -1.1008
H 0.25407 -0.64150 1.65715 -0.7837
H 1.88494 -0.26888 1.29367 -0.9770
C 0.45038 -5.55223 -4.95693 -1.5896
C 0.29903 -4.00957 -4.80657 1.8134
C 0.91039 -3.26752 -5.96687 0.0236
O -0.13561 -2.37141 -6.37494 -0.3502
C -1.30986 -2.79645 -5.88868 0.5763
O -2.38865 -2.41798 -6.26729 -0.6378
O -1.12877 -3.76649 -4.96008 -0.0956
H -0.25429 -5.96359 -4.23420 0.1767
H 1.45281 -5.88962 -4.69346 0.2678
H 0.18895 -5.85350 -5.97132 0.5278
H 0.73779 -3.69830 -3.85856 -0.7944
H 1.28433 -3.82902 -6.82302 0.2434
H 1.74696 -2.71177 -5.54332 -0.1750
C 1.44804 0.38376 7.45642 -1.4339
C 0.15686 0.91510 6.79613 0.6041
C -0.07101 0.59245 5.25235 0.2805
O -1.44654 0.34824 5.20130 0.3169
C -1.91515 0.12368 6.50779 0.2205
O -3.05747 -0.21337 6.79201 -0.5812
O -0.89951 0.23160 7.35123 -0.3725
H 1.40172 0.51235 8.53782 0.4557
H 2.25287 0.96041 7.00053 0.2762
H 1.56329 -0.68351 7.26738 0.3039
H 0.07636 1.98833 6.96873 0.2368
H 0.51201 -0.24168 4.86194 0.1596
H 0.14666 1.46888 4.64196 -0.4530
C -4.97067 -3.80137 2.81735 -1.6584
C -3.84610 -2.78685 2.94168 1.3192
C -3.08455 -2.77636 4.22228 -0.3280
O -1.68572 -2.76671 3.88530 -0.3273
C -1.57850 -2.97608 2.60760 0.5147
O -0.50958 -3.06503 1.96904 -0.6371
O -2.79053 -3.21505 2.07782 -0.1765
H -4.98207 -4.55867 3.60124 0.4801
H -4.90139 -4.32874 1.86594 0.2215
H -5.89043 -3.23773 2.97369 0.3839
H -4.14149 -1.78129 2.64220 -0.3658
H -3.29889 -3.60082 4.90230 0.3155
H -3.49121 -1.90614 4.73750 0.2198
C -6.82012 5.36491 -1.84286 -0.5618
C -5.86289 5.12963 -2.94738 -0.8204
C -5.02266 3.83290 -2.65511 -0.4466
S -4.86631 3.75565 -0.83907 1.4696
O -3.53815 4.13695 -0.32609 -0.7722
O -5.44244 2.48518 -0.36820 -0.5864
C -5.95718 5.16695 -0.56416 -0.9442
H -7.70327 4.74077 -1.97924 0.2769
H -7.07873 6.42042 -1.92727 0.3853
H -5.12442 5.92928 -2.88975 0.2955
H -6.42467 5.30904 -3.86406 0.3959
H -4.04364 3.94343 -3.12136 0.1363
H -5.48552 2.92786 -3.04853 0.3721
H -5.32457 6.04242 -0.41767 0.4068
H -6.45963 5.03360 0.39389 0.4079
C 6.28890 -1.18911 4.43101 -0.6121
C 5.42868 -2.13797 5.35674 -0.6575
C 4.24761 -2.63568 4.53366 -0.7856
S 3.74143 -1.15706 3.52031 1.1053
O 2.69576 -0.41912 4.24956 -0.3564
O 3.55772 -1.65045 2.15056 -0.7785
C 5.28947 -0.23353 3.82860 -0.4966
H 6.63707 -1.75392 3.56621 0.2681
H 7.25597 -0.88766 4.83350 0.3868
H 5.12005 -1.66406 6.28852 0.2656
H 6.02251 -2.96222 5.75181 0.4730
H 3.42825 -3.13998 5.04594 0.5045
H 4.65830 -3.33321 3.80368 0.2134
H 4.98999 0.54060 4.53508 0.2836
H 5.60522 0.34814 2.96253 0.0744
C -4.48282 -0.52654 -3.21448 -0.3733
C -3.60239 0.38240 -2.39293 1.5967
C -3.50388 -0.26003 -0.92263 0.6446
S -4.95996 -1.37845 -0.71335 1.1008
O -5.82250 -0.96030 0.39324 -0.7127
O -4.49227 -2.76614 -0.84690 -0.4600
C -5.74590 -0.83744 -2.27057 -0.8534
H -3.90913 -1.42286 -3.45028 -0.1803
H -4.73783 -0.15865 -4.20832 0.4880
H -3.86527 1.43898 -2.34185 -1.3817
H -2.60190 0.36723 -2.82522 -0.1224
H -3.44949 0.47065 -0.11563 0.0989
H -2.72510 -1.00735 -0.77065 -0.5916
H -6.20473 0.12648 -2.05051 0.2190
H -6.52883 -1.48694 -2.66208 0.5810
C 5.32277 -4.61004 -0.39035 -0.6538
C 4.87352 -3.20606 -0.67832 -0.2118
C 3.34860 -3.29784 -0.92766 0.9335
S 3.06040 -4.75810 -1.93877 1.3755
O 3.48974 -4.37567 -3.26708 -0.7361
O 1.71183 -5.20501 -1.60385 -0.6927
C 4.43789 -5.67765 -1.07645 -1.0026
H 5.26248 -4.70912 0.69346 0.1610
H 6.38769 -4.76877 -0.56016 0.4316
H 5.43964 -2.86606 -1.54550 -0.0276
H 5.04533 -2.41845 0.05534 0.1745
H 3.01816 -2.38739 -1.42764 -0.8501
H 2.82419 -3.44443 0.01659 0.2456
H 4.85090 -6.43892 -1.73825 0.4791
H 3.98724 -6.35919 -0.35497 0.4220
C 5.32464 3.48593 -1.44928 -0.7800
C 6.38050 3.31924 -0.37523 -0.6821
C 6.53006 1.78544 -0.20180 -1.1286
S 4.77002 1.23046 -0.15887 1.1641
O 4.22941 1.36816 1.20859 -0.3887
O 4.70437 -0.01969 -0.89703 -0.5392
C 4.09984 2.59534 -1.15778 1.2093
H 5.76391 3.04732 -2.34526 0.2972
H 5.18554 4.53867 -1.69524 0.4183
H 6.12633 3.78081 0.57894 0.2568
H 7.34288 3.72903 -0.68183 0.4766
H 7.01556 1.34600 0.66956 0.4692
H 6.86538 1.26526 -1.09905 0.4182
H 3.32313 3.05534 -0.54687 -0.2389
H 3.71621 2.10329 -2.05154 -0.8994
C -0.00645 5.23252 -2.33736 -0.3107
C -1.18956 4.60836 -3.03597 -0.3576
C -0.79434 3.23429 -3.62343 0.2134
S 0.95397 3.32516 -3.98966 1.1571
O 1.10548 3.49000 -5.43276 -0.8392
O 1.69110 2.27300 -3.27827 -0.1779
C 1.17812 4.92896 -3.23605 -0.8443
H 0.06016 4.85025 -1.31877 -0.0703
H -0.14178 6.31327 -2.29521 0.4436
H -1.53244 5.29267 -3.81202 0.3764
H -2.01369 4.51351 -2.32893 -0.1213
H -1.39076 2.72382 -4.37960 0.6699
H -0.77428 2.54915 -2.77591 -0.6233
H 1.14503 5.68266 -4.02277 0.4170
H 2.15745 5.01712 -2.76571 0.2862